Entry 1:
A 2-piece molecular cluster, C3H4N2O2 overall in a non-equilibrium geometry. Source: OMol25; level of theory: ωB97M-V with the def2-TZVPD basis set.

Results
HOMO-LUMO gap: 9.3 eV
relative energy (zero: lowest compared OMol25 entry of this formula, charge and spin): 5.897 eV
E: -376.54709 Eh
SMILES string: O=C=NO.C=C=N
LUMO level: 0.01689 Eh

The geometry in XYZ format:
```
11
Properties=species:S:1:pos:R:3:forces:R:3:lowdin_charge:R:1
O 0.8901 2.6134 -0.3427 -0.4177 0.4176 -0.8287 0.156
C 1.4033 1.5766 -0.2241 1.8173 -3.1561 2.5707 -0.324
N 2.1333 0.6075 -0.0106 0.4212 1.8207 -1.5465 0.033
O 2.1737 -0.4780 0.8274 -4.2612 1.2362 0.6333 0.015
H 2.9999 -0.8853 0.8486 2.6046 -0.2847 -0.8180 0.071
C -0.9565 -0.2013 -0.8465 0.5409 -1.1079 -0.6517 -0.016
C -1.4307 0.4819 0.1341 -0.7325 -0.0245 0.1142 -0.278
N -2.1515 0.9314 0.9828 -1.4449 -0.4375 -1.4072 0.190
H -0.6826 0.0879 -1.8186 0.1372 1.1108 -0.8221 0.052
H -0.9159 -1.2584 -0.7620 0.2419 -0.8218 0.6258 0.059
H -1.9168 1.5004 1.7191 1.0933 1.2471 2.1303 0.040
```
Positions in Å, forces in eV/Å.

***

Entry 2:
A single C6H11BClIO3S molecule in a non-equilibrium geometry. Source: OMol25; level of theory: ωB97M-V with the def2-TZVPD basis set.

Results
HOMO-LUMO gap: 9.8 eV
E: -1641.81886 Eh
SMILES string: O=C(I)CBCCCCS(=O)(=O)Cl
LUMO level: -0.00825 Eh

The geometry in XYZ format:
```
24
Properties=species:S:1:pos:R:3:forces:R:3:lowdin_charge:R:1
O -1.4433 2.2658 3.7377 1.2381 1.3871 1.7773 0.053
C -1.8655 1.3675 3.1413 -1.7617 -0.6073 -2.1492 -0.883
I -1.6849 -0.6749 3.8518 0.0195 -0.0240 -0.1436 0.765
C -2.5975 1.6344 1.8153 0.2227 -0.4332 -0.5703 -0.151
B -1.4928 1.9590 0.6837 0.4714 -0.3028 0.2842 -0.093
C -0.2074 1.0587 0.4537 -0.0432 -0.4125 -0.1315 -0.174
C -0.4539 -0.1022 -0.5977 0.5260 -0.1729 0.7473 -0.185
C 0.7796 -1.0717 -0.4601 -0.0539 0.5902 -1.0233 -0.209
C 1.1482 -1.7812 -1.8097 -0.5451 -1.3349 0.2484 -0.253
S 2.8998 -1.4701 -2.1540 1.0146 2.3506 0.3984 0.327
O 3.7009 -1.5515 -0.9680 -0.5836 -1.2916 0.0434 -0.344
O 2.9971 -0.1809 -2.7806 -0.6173 -0.5566 -0.7409 -0.350
Cl 3.6521 -2.8693 -3.4770 -0.7017 0.1621 0.3670 0.352
H -3.1844 0.7698 1.4414 0.2862 0.2734 0.3605 0.102
H -3.2805 2.4951 1.9372 0.3736 -0.4546 0.2087 0.109
H -1.6069 2.9256 -0.0079 -0.3013 -0.0890 -0.0290 0.076
H 0.6432 1.6489 0.0523 -0.4815 -0.2057 0.2532 0.110
H 0.1591 0.5526 1.3758 -0.3247 0.3628 -0.4011 0.086
H -0.5235 0.3181 -1.6202 0.0051 -0.2759 0.5272 0.117
H -1.3767 -0.6655 -0.3566 0.3204 0.3550 -0.2715 0.112
H 0.6055 -1.8581 0.2918 0.1670 0.5988 -0.1093 0.123
H 1.6251 -0.4182 -0.1737 -0.3343 -0.6465 0.1195 0.099
H 0.4831 -1.4694 -2.6374 0.8872 0.1369 0.1657 0.109
H 1.0238 -2.8827 -1.7392 0.2165 0.5905 0.0690 0.100
```
Positions in Å, forces in eV/Å.

***

Entry 3:
A 9-piece molecular cluster, C26H74N4O9 overall in a non-equilibrium geometry. Source: OMol25; level of theory: ωB97M-V with the def2-TZVPD basis set.

Results
HOMO-LUMO gap (alpha / beta): 1.6 / 9.7 eV
relative energy (zero: lowest compared OMol25 entry of this formula, charge and spin): 1.197 eV
E: -1930.92138 Eh
2S+1: 2
LUMO level (alpha / beta): 0.08632 / 0.08857 Eh
charge: -1

The geometry in XYZ format:
```
113
Properties=species:S:1:pos:R:3:forces:R:3:lowdin_charge:R:1
C 0.0283 6.3487 -4.6833 -0.1584 -1.4566 1.0534 -0.063
C 0.0215 5.0020 -3.8599 1.7488 1.0528 0.0064 -0.369
C 1.2648 4.0784 -4.2443 -2.4576 0.5655 0.5122 -0.192
O 0.9713 2.8799 -3.5113 1.2034 0.0619 -1.6907 -0.237
C 2.0008 1.8990 -3.7294 -0.6068 0.2808 0.9152 -0.154
N 0.0558 5.3334 -2.4012 -0.1072 -0.6131 -1.0185 0.043
H 0.7790 6.9576 -4.1795 0.0967 0.2241 -0.3786 0.063
H -0.9329 6.8572 -4.6081 0.0193 -0.0464 0.0117 0.064
H 0.2726 6.1718 -5.7307 0.0799 0.1106 0.0287 0.062
H -0.8663 4.3832 -3.9907 -0.0461 0.1152 -0.4458 0.120
H 2.2508 4.4798 -4.0099 -0.0287 0.2403 0.4505 0.106
H 1.2352 3.9489 -5.3262 -0.0199 -0.5389 -0.2390 0.109
H 2.9375 2.3320 -3.3783 0.1990 -0.4039 0.4710 0.064
H 2.2154 1.5591 -4.7425 -0.6663 0.3376 -0.4714 0.071
H 1.6123 1.0549 -3.1596 0.7992 -0.2034 0.0415 0.069
H 0.9800 5.6957 -2.2151 0.3180 0.5882 0.0033 0.026
H 0.1612 4.4104 -2.0051 -0.2267 -0.2503 0.6260 0.014
C -4.7605 -0.6861 -5.2746 1.9348 -0.2937 -0.3938 -0.074
C -4.8686 -0.9723 -3.7775 -1.0422 0.5434 -0.5874 -0.429
C -3.6526 -0.7219 -2.8758 -0.6386 0.8183 -1.7546 -0.219
O -2.5540 -1.4877 -3.3017 0.1094 0.2755 0.5904 -0.198
C -2.4702 -2.7789 -2.7214 -0.2508 0.3883 0.0437 -0.105
N -5.9510 -0.1276 -3.3260 -1.5987 0.7835 1.4536 0.014
H -4.2797 0.2664 -5.4976 -0.3560 0.5746 0.4587 0.075
H -5.7365 -0.7005 -5.7596 0.1001 -0.2399 0.0492 0.070
H -4.0411 -1.3249 -5.7868 -0.3125 -0.6864 -0.1100 0.067
H -5.1987 -2.0019 -3.6396 0.0011 -0.2187 -0.0045 0.131
H -3.9495 -0.7627 -1.8278 0.2381 -0.5453 0.1715 0.130
H -3.4324 0.3272 -3.0736 0.5156 0.2176 0.1531 0.111
H -2.5447 -3.5040 -3.5318 0.1511 -0.2761 0.2424 0.085
H -3.2757 -2.9160 -2.0000 -0.1787 -0.2335 -0.0508 0.088
H -1.5419 -2.8594 -2.1557 0.1848 -0.1955 -0.2694 0.062
H -6.7366 -0.0263 -3.9526 -0.0235 -0.9062 -0.3319 0.061
H -5.7815 0.8559 -3.1705 1.1236 0.0018 0.3115 0.049
C 1.3966 -3.0944 5.8853 -0.6630 0.0212 0.8707 -0.073
C 2.4993 -2.5533 5.0272 2.1351 -0.2173 -1.2726 -0.409
C 3.9792 -2.5302 5.6053 -0.3873 1.2422 0.2313 -0.204
O 4.9210 -2.3052 4.5508 1.0169 0.1964 -0.0400 -0.229
C 6.2129 -1.7572 4.9478 -1.4823 1.0458 0.6992 -0.137
N 2.5011 -3.2642 3.7510 0.0485 -0.5417 -0.8391 0.033
H 0.9300 -2.3659 6.5484 0.2358 0.3172 0.0980 0.066
H 1.6782 -3.9236 6.5343 0.2260 -0.1957 -0.1802 0.077
H 0.5894 -3.4309 5.2347 0.1520 -0.0729 -0.0037 0.049
H 2.3054 -1.5368 4.6847 -0.1916 0.2914 0.6484 0.123
H 4.3148 -3.3616 6.2251 -0.4022 -0.6309 -0.1984 0.113
H 3.9881 -1.6798 6.2870 0.1936 0.3427 0.2192 0.105
H 6.6864 -2.2587 5.7919 0.1175 -0.7112 -0.3559 0.075
H 6.0834 -0.7470 5.3363 -0.5869 0.3127 0.3338 0.065
H 6.8879 -1.5019 4.1309 -0.2653 -1.1770 -0.4510 0.077
H 2.8132 -2.6453 3.0163 -0.0574 0.3722 -0.0913 0.057
H 3.2245 -3.9678 3.7118 0.0173 -0.4327 0.3205 0.069
C 0.0436 2.3025 0.3583 0.6628 0.0806 0.7477 -0.070
C -0.2730 1.4497 -0.8280 -0.7164 -1.6347 0.1215 -0.363
C -0.6976 -0.0406 -0.3870 -0.4575 0.6624 -1.5658 -0.192
O 0.3963 -0.8135 0.0375 0.4018 -0.0039 1.6292 -0.205
C 0.0487 -2.1030 0.5850 -0.3604 1.0234 -0.4800 -0.093
N -1.4132 2.1069 -1.5317 0.2766 -1.3109 0.1383 0.066
H -0.7469 2.2656 1.1080 -0.2665 0.1023 -0.1411 0.076
H 0.1939 3.3373 0.0508 -0.0578 0.1149 0.0325 0.064
H 0.9472 1.9933 0.8836 0.1375 -0.1483 -0.1561 0.068
H 0.5791 1.3187 -1.4949 0.1166 0.2232 0.1556 0.099
H -1.1259 -0.6472 -1.1849 -0.0968 0.5097 -1.1220 0.096
H -1.5977 0.0432 0.2220 0.3382 0.0334 1.3416 0.112
H -0.3387 -2.7180 -0.2272 0.0846 -0.3563 -0.0637 0.063
H -0.7410 -2.0279 1.3325 -0.1507 0.2117 0.1497 0.076
H 0.9048 -2.5668 1.0749 0.1610 0.2302 -0.3176 0.071
H -1.1061 2.9807 -1.9344 0.1585 0.2367 0.2169 0.047
H -1.5624 1.5307 -2.3477 -0.3859 -0.1641 -0.3573 0.070
C 3.5049 5.3425 -0.0044 -0.0385 0.3641 1.8820 -0.152
C 4.0459 5.3919 -1.3863 -0.2814 -1.0090 0.8062 -0.376
O 3.0876 6.1449 -2.1026 0.4006 0.2841 -1.2140 -0.131
H 3.6767 6.2811 0.5226 -0.1587 0.2546 0.0351 0.065
H 3.8899 4.5775 0.6698 0.2509 -0.2735 -0.2503 0.057
H 2.4274 5.1956 -0.0787 0.0214 -0.0746 0.0873 0.067
H 4.0487 4.3379 -1.6642 0.0676 0.1930 -1.0550 0.095
H 5.0528 5.8024 -1.4614 -0.0015 -0.0159 -0.1107 0.104
H 3.3503 7.0584 -1.9682 -0.2361 0.2518 -0.1751 0.082
C 2.9104 -4.1027 -1.1799 -0.2803 -1.1598 0.6047 -0.106
C 3.3696 -5.2649 -0.2395 0.3163 1.4695 -0.9249 -0.333
O 2.6695 -6.4731 -0.4603 -0.3450 -0.0240 0.4776 -0.098
H 2.7116 -4.5364 -2.1599 0.1806 0.1916 -0.2797 0.055
H 3.6446 -3.3006 -1.2550 -0.0274 -0.0657 0.0358 0.055
H 1.9604 -3.7064 -0.8213 0.0692 0.1438 -0.0515 0.043
H 3.2392 -4.9074 0.7819 -0.1678 -0.5420 0.1462 0.092
H 4.4368 -5.4208 -0.3971 0.1906 -0.1032 0.0769 0.093
H 2.6488 -6.6446 -1.4046 0.0474 0.0641 -0.0819 0.070
C -1.9598 0.2846 3.6524 0.7703 -0.5942 0.0225 -0.085
C -1.5030 -0.5433 4.8219 -0.4694 -0.5537 0.8691 -0.347
O -2.4074 -0.3189 5.9004 -0.0669 0.1582 0.7960 -0.097
H -1.9707 1.3121 4.0159 0.0775 0.1369 -0.5081 0.079
H -2.9485 0.0178 3.2793 0.0473 -0.0886 0.1727 0.082
H -1.2164 0.0920 2.8788 -0.0836 0.5875 -0.4324 0.058
H -0.4982 -0.3113 5.1751 0.2268 0.3899 -0.3821 0.099
H -1.4763 -1.6278 4.7160 -0.1679 -0.0814 -0.7593 0.101
H -1.9222 0.2028 6.5438 -0.2878 0.0317 0.1732 0.070
C -0.1091 -5.2576 3.2891 -0.2397 -0.0481 -0.2856 -0.105
C -0.0184 -6.1191 2.0503 1.7955 -0.2700 -0.2564 -0.330
O -0.1806 -7.4976 2.3669 -1.2916 -0.5267 0.6373 -0.093
H 0.7581 -5.5135 3.8978 -0.4842 -0.0658 0.4926 0.067
H -1.0846 -5.3572 3.7652 0.1450 -0.3489 0.3864 0.075
H 0.0007 -4.1906 3.0955 0.1300 -0.0785 -0.4580 0.041
H 1.0308 -6.1569 1.7572 0.1192 1.1631 -0.5979 0.092
H -0.6210 -5.7929 1.2026 -0.3089 -0.0341 0.0791 0.105
H 0.1839 -8.0271 1.6540 0.0361 0.1519 -0.0694 0.073
C -5.5792 3.9560 -0.2636 0.5707 -0.7215 -0.7186 -0.090
C -4.6659 2.9326 -0.9137 2.2377 0.4856 0.4395 -0.314
O -3.8372 2.2883 0.1096 -2.1512 0.1191 -0.3812 -0.114
H -6.4543 3.4016 0.0753 -0.1330 0.6541 0.4603 0.071
H -5.8072 4.6820 -1.0440 -0.5264 0.0444 0.1039 0.067
H -4.9924 4.4747 0.4946 -0.4179 -0.1642 0.2782 0.078
H -3.9705 3.4545 -1.5712 0.2258 0.2848 -0.0370 0.093
H -5.1893 2.2970 -1.6280 -0.2803 -0.7658 0.5756 0.078
H -2.9712 2.0832 -0.2502 0.4623 0.1404 -0.7742 0.003
```
Positions in Å, forces in eV/Å.